--- w ---
{"formula": "C3H5ClOS", "method": "ωB97M-V with the def2-TZVPD basis set", "species": ["C", "C", "C", "O", "S", "Cl", "H", "H", "H", "H", "H"], "coordinates": [[1.8877, 1.0152, -0.6461], [-1.5554, 0.6631, -0.3183], [-0.6808, -1.5214, 0.9465], [1.2979, 0.3113, 0.1485], [-1.6077, -0.9938, -0.2948], [-0.7993, -3.2739, 1.2069], [2.9902, 0.8948, -0.7913], [1.2198, 1.7692, -1.1402], [-0.9297, 1.1514, 0.3964], [-1.9534, 1.0922, -1.0876], [0.1307, -1.1081, 1.5801]], "e_homo_ev": [-7.33, -7.31], "homo_lumo_gap_ev": [7.5, 7.5], "total_charge": 0}



--- x ---
{"formula": "C3H5ClOS", "method": "ωB97M-V with the def2-TZVPD basis set", "species": ["C", "C", "C", "O", "S", "Cl", "H", "H", "H", "H", "H"], "coordinates": [[-0.1118, 1.0455, 0.3678], [-0.7380, -0.2775, 0.2421], [-1.1128, -0.8085, -0.8874], [1.0974, 0.9728, 1.1024], [1.8762, -0.4858, 1.0184], [2.8400, -0.4001, -0.7839], [-0.5815, 1.6927, 1.0398], [0.1229, 1.5032, -0.5434], [-1.0771, -0.9836, 1.0842], [-1.4895, -1.8979, -0.8552], [-0.8258, -0.3607, -1.7848]], "e_homo_ev": -8.93, "homo_lumo_gap_ev": 9.2, "total_charge": 0}



Which structure loses on stability? w does.



--- w ---
{"formula": "C2H4NO2S", "method": "ωB97M-V with the def2-TZVPD basis set", "species": ["C", "C", "N", "O", "O", "S", "H", "H", "H", "H"], "coordinates": [[-1.6522, 0.1756, -0.6898], [-2.1066, 0.4134, 0.5164], [1.3443, -0.3656, 0.0609], [3.6812, 0.7819, 0.3647], [3.5125, -1.6528, 0.1166], [2.7250, -0.3336, 0.1424], [-1.5428, -0.8810, -0.9527], [-1.6000, 0.8314, -1.4718], [-2.2253, 1.5150, 0.7116], [-2.1361, -0.4845, 1.2016]], "e_homo_ev": -4.19, "homo_lumo_gap_ev": 8.2, "total_charge": -1}



--- x ---
{"formula": "C2H4NO2S", "method": "ωB97M-V with the def2-TZVPD basis set", "species": ["C", "C", "N", "O", "O", "S", "H", "H", "H", "H"], "coordinates": [[-0.6580, -0.1542, -0.4061], [0.9425, 0.0474, -0.7461], [-1.4071, -1.1359, -0.8131], [3.1423, 1.2654, 0.0094], [1.0427, 2.6131, 0.3628], [1.6975, 1.3047, 0.2759], [-0.9376, 0.6883, 0.3852], [1.5369, -0.8041, -0.9849], [-2.4413, -1.0471, -0.4517], [1.8251, 1.0686, 1.7445]], "e_homo_ev": -3.64, "homo_lumo_gap_ev": 7.6, "total_charge": -1}



Which structure loses on stability? w does.



--- w ---
{"formula": "C2H4NO2S", "method": "ωB97M-V with the def2-TZVPD basis set", "species": ["C", "C", "N", "O", "O", "S", "H", "H", "H", "H"], "coordinates": [[-1.1535, -0.0189, 0.3589], [-0.0610, -0.1995, -0.5245], [-2.0393, 0.9008, 0.2204], [2.6134, -1.2364, -0.0234], [2.4892, 1.1853, -0.4069], [1.9813, 0.0379, 0.3633], [-1.1956, -0.7456, 1.1952], [0.1687, -1.2402, -0.7265], [-0.0465, 0.4327, -1.3999], [-2.7567, 0.8839, 0.9434]], "e_homo_ev": -3.17, "homo_lumo_gap_ev": 7.2, "total_charge": -1}



--- x ---
{"formula": "C2H4NO2S", "method": "ωB97M-V with the def2-TZVPD basis set", "species": ["C", "C", "N", "O", "O", "S", "H", "H", "H", "H"], "coordinates": [[1.7851, -0.1846, 0.0126], [-1.6413, -0.2435, 0.2988], [0.9268, 0.9277, -0.3733], [2.4799, -0.4701, -0.9682], [1.5867, -0.7626, 1.0726], [-0.7938, 1.3718, 0.1967], [-1.5994, -0.8336, -0.5946], [-2.4846, 0.2164, 0.5614], [-1.2667, -0.9107, 1.1552], [1.0074, 0.8891, -1.3612]], "e_homo_ev": -4.32, "homo_lumo_gap_ev": 7.8, "total_charge": -1}



--- y ---
{"formula": "C2H4NO2S", "method": "ωB97M-V with the def2-TZVPD basis set", "species": ["C", "C", "N", "O", "O", "S", "H", "H", "H", "H"], "coordinates": [[0.5638, -0.1911, -1.0976], [-0.2320, 0.9729, -0.5656], [1.3225, -1.8005, 0.9798], [2.0441, 0.5354, 1.1322], [3.1001, -0.7513, -0.7307], [1.8882, -0.5553, 0.1526], [-1.2897, 0.7794, -0.7865], [-0.1056, 0.9419, 0.5306], [-0.0382, 1.8339, -1.1203], [1.2032, -2.6628, 0.3247]], "e_homo_ev": [-4.42, -4.42], "homo_lumo_gap_ev": [7.9, 7.9], "total_charge": -1}



--- z ---
{"formula": "C2H4NO2S", "method": "ωB97M-V with the def2-TZVPD basis set", "species": ["C", "C", "N", "O", "O", "S", "H", "H", "H", "H"], "coordinates": [[-1.3102, 0.1639, -0.2484], [0.5965, -0.7363, 0.1669], [-2.1022, -0.4830, -0.9432], [1.2153, 1.7220, 0.9350], [3.0340, 0.0925, 0.4550], [1.7742, 0.7371, -0.0378], [-1.3403, 1.1332, 0.2339], [0.4705, -1.0839, 1.1807], [0.6681, -1.5040, -0.5866], [-3.0059, -0.0415, -1.1556]], "e_homo_ev": -3.16, "homo_lumo_gap_ev": 7.3, "total_charge": -1}



Which structure loses on stability? y does.



--- w ---
{"formula": "C2HN2O3S", "method": "ωB97M-V with the def2-TZVPD basis set", "species": ["C", "C", "N", "N", "O", "O", "O", "S", "H"], "coordinates": [[0.0018, 1.6928, 2.5770], [2.2253, -0.8667, -0.1847], [0.0883, 2.8508, 2.8542], [0.3773, 0.5957, 0.2989], [1.7195, -1.7345, -0.7620], [2.9627, -0.2256, 0.3810], [-0.7631, 0.9840, -0.5226], [-0.0572, 0.1186, 1.9015], [-1.5472, 0.4802, -0.4359]], "e_homo_ev": -3.36, "homo_lumo_gap_ev": 6.9, "total_charge": -1}



--- x ---
{"formula": "C2HN2O3S", "method": "ωB97M-V with the def2-TZVPD basis set", "species": ["C", "C", "N", "N", "O", "O", "O", "S", "H"], "coordinates": [[-1.1741, 0.9265, -0.0988], [-1.5171, -0.6111, -0.1181], [0.0060, 1.1648, -0.7419], [-0.4786, -1.2904, -0.6846], [-1.8641, 1.7493, 0.4142], [-2.5102, -1.0865, 0.3374], [3.6316, -0.0634, 0.6890], [0.6128, -0.2519, -1.2137], [3.2935, -0.5373, 1.4165]], "e_homo_ev": [-3.79, -3.78], "homo_lumo_gap_ev": [4.3, 4.3], "total_charge": -1}



Which structure loses on stability? x does.



--- w ---
{"formula": "C2H3FO2", "method": "ωB97M-V with the def2-TZVPD basis set", "species": ["O", "C", "O", "C", "F", "H", "H", "H"], "coordinates": [[-1.4815, -1.0638, 1.4752], [-1.0227, -0.7403, 0.4321], [0.3230, -0.7204, 0.1807], [0.8149, 0.4696, -0.3666], [1.4196, 1.2039, 0.6278], [-1.6220, -0.4463, -0.4444], [0.0072, 1.0785, -0.7853], [1.5616, 0.2187, -1.1195]], "e_homo_ev": -11.29, "homo_lumo_gap_ev": 12.2, "total_charge": 0}



--- x ---
{"formula": "C2H3FO2", "method": "ωB97M-V with the def2-TZVPD basis set", "species": ["C", "C", "O", "O", "F", "H", "H", "H"], "coordinates": [[0.0758, -0.5968, -0.0797], [-0.7831, 0.5825, 0.2009], [1.4275, -0.3967, 0.2969], [1.8180, 0.8356, -0.0995], [-2.0669, 0.4523, 0.0464], [-0.1424, -1.4748, 0.5944], [0.0388, -1.0734, -1.1586], [-0.3677, 1.6714, 0.1992]], "e_homo_ev": [-10.98, -8.33], "homo_lumo_gap_ev": [11.3, 7.2], "total_charge": 0}



--- y ---
{"formula": "C2H3FO2", "method": "ωB97M-V with the def2-TZVPD basis set", "species": ["C", "C", "H", "H", "H", "O", "O", "F"], "coordinates": [[0.4400, 0.3350, -0.1445], [-0.8897, -0.4594, -0.0608], [1.9752, 0.6969, 0.3626], [-0.9818, -0.6032, 1.1588], [-0.7931, -1.5270, -0.5487], [1.6326, -0.3975, -0.3121], [0.4731, 1.4985, -0.1509], [-1.8563, 0.4567, -0.3044]], "e_homo_ev": -11.23, "homo_lumo_gap_ev": 11.4, "total_charge": 0}



Which structure loses on stability? x does.



--- w ---
{"formula": "C9H10N2", "method": "ωB97M-V with the def2-TZVPD basis set", "species": ["C", "C", "C", "C", "C", "C", "C", "C", "C", "N", "N", "H", "H", "H", "H", "H", "H", "H", "H", "H", "H"], "coordinates": [[-2.3205, -0.8844, 0.2540], [-0.3613, 1.9721, 0.2566], [-0.7033, 1.6456, -1.0567], [0.4396, 1.0643, 1.1095], [1.1558, -1.3209, 0.7398], [1.0684, -1.3380, -0.8174], [-0.4165, 0.5177, -1.7622], [-0.0352, -0.4183, 1.2035], [-0.9678, -0.7674, 0.1054], [-3.4033, -1.0584, 0.5907], [-0.2103, -0.7038, -1.1065], [-0.4055, 3.0176, 0.5496], [-1.1383, 2.4979, -1.7326], [1.4090, 0.9003, 0.3926], [0.6552, 1.5607, 2.0135], [1.0596, -2.3902, 1.2056], [2.0890, -0.8969, 1.1607], [2.0071, -0.8783, -1.2439], [1.0571, -2.4081, -1.0973], [-0.5237, 0.4936, -2.9077], [-0.4549, -0.6048, 2.1429]], "e_homo_ev": [-7.61, -7.95], "homo_lumo_gap_ev": [7.0, 7.4], "total_charge": 0}



--- x ---
{"formula": "C9H10N2", "method": "ωB97M-V with the def2-TZVPD basis set", "species": ["C", "C", "C", "C", "C", "C", "C", "C", "C", "N", "N", "H", "H", "H", "H", "H", "H", "H", "H", "H", "H"], "coordinates": [[-1.8913, 0.0166, -0.5995], [2.4031, 1.2912, -0.2260], [1.0920, -0.5466, -0.4620], [0.7563, -1.8230, -0.5047], [2.3943, -0.0039, -0.6340], [0.3788, 0.6836, 0.0231], [-0.5434, -2.3350, -0.0379], [-1.5281, 2.1558, 0.7440], [-1.0331, 0.7383, 0.4171], [-2.5683, -0.5253, -1.3383], [1.0936, 1.7346, 0.0137], [3.2791, 1.9302, -0.1162], [1.5659, -2.5532, -0.8158], [3.3255, -0.5130, -0.8774], [-1.3497, -2.6580, -0.7475], [-1.0877, -1.6820, 0.7003], [-0.4157, -3.3454, 0.5491], [-2.3477, 2.1201, 1.5014], [-0.6082, 2.6571, 1.2517], [-1.8573, 2.5591, -0.2057], [-1.0581, 0.0989, 1.3646]], "e_homo_ev": -8.89, "homo_lumo_gap_ev": 8.5, "total_charge": 0}



Which structure loses on stability? w does.



--- w ---
{"formula": "C7H12S", "method": "ωB97M-V with the def2-TZVPD basis set", "species": ["C", "C", "C", "C", "C", "C", "C", "H", "H", "H", "H", "H", "H", "H", "H", "H", "H", "H", "H", "S"], "coordinates": [[-2.6595, -0.9065, -0.5233], [-1.7404, -0.9819, 0.6531], [-0.6307, -0.1686, 0.7921], [-0.0333, 0.9233, -0.1119], [1.3982, 1.3173, 0.2808], [2.4224, 0.4624, 0.1507], [2.3998, -0.8943, -0.5543], [-2.6853, -1.8262, -1.1369], [-3.7334, -0.6508, -0.2111], [-2.4882, -0.1153, -1.2084], [-2.0516, -1.6332, 1.4353], [-0.0769, -0.3387, 1.7454], [-0.1998, 0.4845, -1.0957], [-0.9444, 2.7926, 0.9974], [1.6439, 2.4033, 0.5563], [3.3585, 0.7290, 0.6293], [3.1602, -1.1429, -1.3273], [1.4585, -1.1061, -1.0308], [2.4617, -1.7208, 0.1972], [-1.0597, 2.3730, -0.2381]], "e_homo_ev": -8.78, "homo_lumo_gap_ev": 9.7, "total_charge": 0}



--- x ---
{"formula": "C7H12S", "method": "ωB97M-V with the def2-TZVPD basis set", "species": ["C", "C", "C", "C", "C", "C", "C", "H", "H", "H", "H", "H", "H", "H", "H", "H", "H", "H", "H", "S"], "coordinates": [[-2.1020, -1.3598, -0.1646], [-1.0305, -0.4011, 0.5098], [-1.5630, 1.0600, 0.4269], [-0.5313, 1.6554, -0.5675], [0.7174, 0.9479, -0.5468], [1.6548, 1.4637, 0.4662], [0.3266, -0.4286, -0.1574], [-1.5711, -2.3289, -0.2182], [-3.1872, -1.2317, 0.2534], [-2.2194, -1.0709, -1.1864], [-1.0132, -0.5419, 1.6400], [-2.5950, 0.9763, -0.3980], [-1.7907, 1.7272, 1.4738], [-0.4911, 2.7555, -0.1244], [-1.0580, 1.5718, -1.5954], [1.5294, 1.2523, -1.4803], [1.6497, 2.5702, 0.3342], [2.6661, 1.2300, 0.2163], [1.3893, 1.2675, 1.5042], [1.3661, -1.6126, -0.0137]], "e_homo_ev": -8.50, "homo_lumo_gap_ev": 8.3, "total_charge": 0}



--- y ---
{"formula": "C7H12S", "method": "ωB97M-V with the def2-TZVPD basis set", "species": ["C", "C", "C", "C", "C", "C", "C", "S", "H", "H", "H", "H", "H", "H", "H", "H", "H", "H", "H", "H"], "coordinates": [[0.0942, -0.5267, -1.4814], [0.9890, -0.0140, -0.3915], [0.4007, 1.8490, 1.3048], [-0.8206, 1.5678, 0.4323], [0.0661, -1.8535, -1.8517], [0.1073, 0.4482, 0.7718], [0.0091, -0.5154, 1.8161], [-1.0128, -2.5320, -3.0342], [-0.9104, 1.8933, -0.6273], [-0.5213, 0.1466, -2.0554], [1.6077, -0.8469, -0.1279], [1.4564, 0.8896, -0.6720], [1.1126, 2.4387, 0.8518], [0.3516, 2.0009, 2.3880], [-1.7758, 1.5118, 0.9532], [0.8139, -2.5591, -1.5950], [-0.4989, -1.5522, 1.5497], [-0.4859, 0.0101, 2.7136], [0.9587, -0.7970, 2.1486], [-1.9414, -1.5592, -3.0932]], "e_homo_ev": -8.17, "homo_lumo_gap_ev": 9.1, "total_charge": 0}



Which structure loses on stability? x does.



--- w ---
{"formula": "C9H13N2O", "method": "ωB97M-V with the def2-TZVPD basis set", "species": ["C", "C", "C", "C", "C", "C", "C", "C", "C", "N", "N", "O", "H", "H", "H", "H", "H", "H", "H", "H", "H", "H", "H", "H", "H"], "coordinates": [[-0.6786, -2.9863, 1.6649], [0.0626, -2.3500, 2.6384], [-1.2228, -2.2399, 0.6553], [0.4586, -1.0210, 2.5483], [-0.7705, -0.9554, 0.7601], [-1.2148, 0.6770, -1.0913], [0.4532, 2.3348, -0.0847], [0.6358, 1.5244, -2.6170], [0.1465, 1.2839, -1.1395], [0.0272, -0.3228, 1.4953], [0.9949, 0.0808, -1.1896], [2.1250, 0.1518, -0.7701], [-0.9766, -4.0567, 1.5844], [0.4310, -2.7976, 3.5619], [-1.6088, -2.6064, -0.1896], [1.1435, -0.6035, 3.3044], [-1.1960, -0.0331, -1.9466], [-1.2256, -0.0892, -0.1661], [-1.9137, 1.3853, -0.6704], [-0.3808, 2.6869, 0.5050], [0.9234, 3.2257, -0.5881], [1.1989, 2.0096, 0.6043], [-0.1863, 1.9634, -3.1769], [1.6106, 2.0900, -2.7127], [1.1634, 0.6485, -2.9798]], "e_homo_ev": [-12.73, -12.73], "homo_lumo_gap_ev": [7.1, 7.1], "total_charge": 1}



--- x ---
{"formula": "C9H13N2O", "method": "ωB97M-V with the def2-TZVPD basis set", "species": ["C", "C", "C", "C", "C", "C", "C", "C", "C", "N", "N", "O", "H", "H", "H", "H", "H", "H", "H", "H", "H", "H", "H", "H", "H"], "coordinates": [[-1.8258, 0.9214, -2.6704], [-1.4164, 1.0015, -1.2987], [-0.9563, 0.4984, -3.6361], [0.6022, -0.0835, -2.0505], [-0.1525, 0.4935, -1.0117], [-0.5383, -1.3419, 1.9996], [0.4794, -1.9528, 1.1069], [0.8244, 0.2818, 0.9803], [1.8862, 1.2892, 1.4266], [0.1907, -0.0672, -3.2730], [-0.3678, 0.1989, 1.8481], [1.4212, -0.9496, 1.0713], [-2.8367, 1.2271, -2.9883], [-2.0488, 1.3931, -0.6312], [-1.3482, 0.1900, -4.5637], [1.6016, -0.4872, -1.8950], [-1.6086, -1.6391, 1.7662], [-0.3458, -1.5785, 2.9712], [0.9533, -2.7895, 1.5373], [0.2578, -2.4486, 0.1149], [2.0371, 1.1069, 2.5822], [1.6180, 2.2558, 1.2711], [2.8275, 1.0867, 1.0996], [-1.1880, 0.6850, 1.4737], [-0.0661, 0.7084, 2.7695]], "e_homo_ev": -12.47, "homo_lumo_gap_ev": 9.0, "total_charge": 1}



Which structure loses on stability? w does.